1.
{
  "formula": "C3H3LiO3Y",
  "method": "ωB97M-V with the def2-TZVPD basis set",
  "s_squared": 1.75,
  "total_charge": 2,
  "e_homo_ev": [-14.08, -16.06],
  "spin_multiplicity": 2,
  "homo_lumo_gap_ev": [6.6, 8.2],
  "symbols": ["C", "C", "O", "O", "H", "H", "O", "C", "Li", "Y", "H"],
  "coordinates": [[-2.736432, 0.382668, 0.134757], [-1.413823, -0.316083, 0.070903], [-0.410273, 0.521303, 0.640453], [-3.746525, 0.068962, -0.405266], [-1.193974, -0.545803, -0.983325], [-1.506230, -1.263619, 0.624687], [1.101576, -1.016758, 0.098364], [0.842427, 0.102870, 0.617393], [-5.689145, 0.339586, -0.585500], [3.357834, -0.251360, 0.830508], [-6.723782, 0.092161, 0.794958]],
  "forces_ev_per_a": [[0.1, 0.1, 0.0], [0.2, -0.5, -0.3], [0.2, 0.3, 0.2], [-0.2, 0.0, 0.1], [0.0, 0.0, 0.2], [0.0, 0.2, -0.1], [1.3, 0.6, 0.5], [1.4, -0.6, -0.1], [0.8, 0.1, -0.7], [-3.0, -0.1, -0.5], [-0.6, -0.1, 0.7]],
  "lowdin_spin": [0.5649, 0.1298, 0.0174, 0.2515, 0.0073, 0.0029, 0.0618, 0.0368, -0.1545, 0.9022, -0.8202]
}

=====

2.
{
  "formula": "C3H3LiO4Y",
  "method": "ωB97M-V with the def2-TZVPD basis set",
  "total_charge": 1,
  "e_homo_ev": [-9.60, -9.60],
  "spin_multiplicity": 1,
  "homo_lumo_gap_ev": [4.1, 4.1],
  "symbols": ["O", "O", "C", "C", "O", "O", "C", "H", "H", "H", "Li", "Y"],
  "coordinates": [[1.374163, -3.217269, -4.329637], [0.635623, -0.507668, -1.103453], [0.114166, -0.145109, 0.077055], [-0.130223, -0.494524, -2.251831], [0.845115, -0.063366, 1.056137], [-1.148802, 0.088698, 0.145134], [-0.857351, -1.562785, -2.636321], [0.027135, 0.387582, -2.879004], [-1.374699, -1.514124, -3.598301], [-0.921612, -2.459516, -2.011273], [-0.702205, 0.463033, 2.180211], [-2.689384, -0.111137, -1.230287]],
  "forces_ev_per_a": [[0.0, 0.0, 0.0], [0.3, 0.0, 0.2], [1.9, -0.2, 0.4], [-0.1, -0.5, -0.3], [-0.6, 0.1, -0.1], [0.0, 0.4, 0.7], [0.2, 0.6, 0.2], [-0.1, -0.2, 0.2], [0.3, -0.3, 0.3], [0.1, 0.2, -0.4], [0.4, -0.1, -0.3], [-2.2, 0.1, -0.9]],
  "lowdin_charge": [0.0267, 0.0687, -0.7249, -0.2717, 0.0460, -0.4159, -0.0892, 0.1479, 0.0672, 0.0832, 0.7847, 1.2773]
}

=====

3.
{
  "formula": "C3H3LuO2",
  "method": "ωB97M-V with the def2-TZVPD basis set",
  "s_squared": 0.81,
  "total_charge": 3,
  "e_homo_ev": [-21.30, -21.85],
  "spin_multiplicity": 2,
  "homo_lumo_gap_ev": [4.1, 4.6],
  "symbols": ["O", "Lu", "O", "C", "C", "C", "H", "H", "H"],
  "coordinates": [[1.281874, 1.011804, -0.340060], [-1.470849, -2.520263, -0.038414], [0.089449, -0.855874, -0.101671], [0.587277, 0.015398, -0.783364], [2.546913, 0.873459, -0.978953], [2.533597, -0.386337, -1.567958], [2.903425, 1.815302, -1.390391], [2.817885, -1.273833, -0.996487], [2.579758, -0.445243, -2.658077]],
  "forces_ev_per_a": [[1.8, 1.7, 2.0], [2.1, 2.5, 0.1], [-5.2, -4.4, 2.4], [4.9, -0.5, -3.8], [-3.4, 1.7, -0.7], [-1.3, -1.2, -0.6], [0.6, 0.2, 0.6], [-0.3, 0.1, 0.0], [0.8, 0.0, 0.1]],
  "lowdin_spin": [0.0341, 0.1902, 0.0398, 0.1984, 0.3699, 0.1303, 0.0200, 0.0045, 0.0128]
}

=====

4.
{
  "formula": "C3H3N2",
  "method": "ωB97M-V with the def2-TZVPD basis set",
  "total_charge": 1,
  "e_homo_ev": [-18.13, -18.01],
  "spin_multiplicity": 1,
  "homo_lumo_gap_ev": [8.0, 9.2],
  "symbols": ["C", "C", "C", "N", "N", "H", "H", "H"],
  "coordinates": [[-5.925199, -0.310978, -0.109587], [-2.341145, 0.598233, 0.363965], [-0.188996, -0.592244, -0.127447], [-4.818502, 0.009249, -0.006742], [-1.500396, -0.051727, -0.083033], [0.367137, -0.310544, 0.778612], [-0.489686, -1.616576, -0.118127], [0.371901, -0.442226, -1.128997]],
  "forces_ev_per_a": [[0.6, 0.2, 0.0], [-1.0, -0.9, -0.9], [1.1, -0.7, -1.7], [0.3, 0.1, 0.1], [-0.4, 2.3, 0.9], [-0.2, 0.0, -0.5], [0.8, -1.3, 0.3], [-1.2, 0.3, 1.8]],
  "lowdin_charge": [0.1757, 0.3479, -0.0080, 0.0521, 0.0447, 0.1287, 0.1012, 0.1575]
}

=====

5.
{
  "formula": "C3H3N2O",
  "method": "ωB97M-V with the def2-TZVPD basis set",
  "smiles": "CC(C#N)=[N+]=O",
  "total_charge": 1,
  "e_homo_ev": -17.32,
  "spin_multiplicity": 1,
  "homo_lumo_gap_ev": 8.8,
  "symbols": ["C", "C", "C", "N", "N", "O", "H", "H", "H"],
  "coordinates": [[-0.404461, -1.099830, 0.875680], [0.065103, -0.204927, -0.180441], [0.067293, 1.289103, -0.049084], [0.429240, -1.077828, -0.954396], [-0.781579, -1.766882, 1.702399], [0.662483, -2.019309, -1.602600], [0.823566, 1.605276, 0.728952], [-0.943333, 1.486050, 0.587602], [0.081689, 1.788347, -1.108113]],
  "forces_ev_per_a": [[0.5, 2.4, -1.1], [-0.8, 0.5, 2.7], [-2.0, 1.2, 0.4], [1.7, -3.5, -4.3], [-0.9, -1.8, 2.1], [-0.4, 2.5, 1.3], [-0.3, -0.4, -1.3], [2.0, -0.2, -2.0], [0.1, -0.7, 2.4]],
  "lowdin_charge": [-0.1104, -0.1800, 0.0437, 0.1277, 0.2934, 0.3728, 0.1316, 0.1716, 0.1495]
}

=====

6.
{
  "formula": "C3H3N2O",
  "method": "ωB97M-V with the def2-TZVPD basis set",
  "s_squared": 2.01,
  "total_charge": 1,
  "e_homo_ev": [-15.98, -16.86],
  "spin_multiplicity": 3,
  "homo_lumo_gap_ev": [10.3, 6.4],
  "symbols": ["C", "C", "C", "N", "N", "O", "H", "H", "H"],
  "coordinates": [[-0.799724, 0.095470, 0.426463], [0.462723, 0.755146, -0.161562], [-0.628787, -1.349518, 0.312415], [-0.606662, -2.473039, 0.022412], [1.290846, 0.410796, -0.975005], [2.116274, 0.081734, -1.689512], [-0.723971, 0.604331, 1.461353], [0.662964, 1.577846, 0.537658], [-1.773663, 0.297233, 0.065777]],
  "forces_ev_per_a": [[2.4, -0.1, 1.4], [-4.8, 2.4, 5.1], [-0.4, -1.7, -0.3], [0.2, 1.5, 0.5], [1.0, -1.2, -1.7], [2.6, -1.0, -2.3], [-0.6, -1.6, -1.1], [0.7, 0.7, -0.7], [-1.0, 0.9, -0.9]],
  "lowdin_spin": [0.0970, 0.4008, 0.0146, 0.0221, 0.5494, 0.8356, 0.0097, 0.0528, 0.0180]
}

=====

7.
{
  "formula": "C3H3N2O2S",
  "method": "ωB97M-V with the def2-TZVPD basis set",
  "s_squared": 2.01,
  "total_charge": -1,
  "e_homo_ev": [-0.85, -4.02],
  "spin_multiplicity": 3,
  "homo_lumo_gap_ev": [4.7, 6.8],
  "symbols": ["C", "C", "C", "N", "N", "O", "O", "S", "H", "H", "H"],
  "coordinates": [[-0.520984, 1.410101, 0.202198], [-1.504257, -0.703117, -0.768049], [1.368679, -1.308717, -0.203329], [-1.213315, 0.425992, -0.556663], [0.015584, 0.879644, 1.330597], [-0.449870, 2.553055, -0.252699], [-1.910866, -1.640980, -1.312619], [1.738880, -0.106611, 0.846566], [1.394330, -1.076053, -1.268622], [0.562343, -2.123858, 0.233825], [0.519477, 1.690543, 1.748799]],
  "forces_ev_per_a": [[-0.2, -0.6, 0.7], [0.1, 1.9, -0.7], [-3.2, -3.5, 0.1], [0.0, 0.8, 0.4], [-1.7, 2.0, 0.4], [0.1, -0.1, 0.2], [-0.6, -2.6, -0.2], [3.9, 1.4, 0.9], [0.4, -0.7, 0.1], [1.6, 2.2, -1.6], [-0.4, -0.9, -0.1]],
  "lowdin_spin": [0.1075, 0.0265, 0.6507, 0.0203, 0.2159, 0.1311, 0.0122, 0.7575, 0.0486, 0.0295, 0.0004]
}

=====

8.
{
  "formula": "C3H3N2O3",
  "method": "ωB97M-V with the def2-TZVPD basis set",
  "total_charge": 1,
  "e_homo_ev": [-16.06, -16.06],
  "spin_multiplicity": 1,
  "homo_lumo_gap_ev": [7.2, 7.2],
  "symbols": ["C", "C", "C", "N", "N", "O", "O", "O", "H", "H", "H"],
  "coordinates": [[2.287863, 1.886053, 0.007387], [3.346025, -0.989480, -0.018964], [-0.372903, 0.145798, -0.024329], [2.256936, 3.024027, -0.007001], [2.237941, 0.554081, -0.000586], [4.014156, -1.975403, 0.029300], [2.793631, -0.184752, -0.995073], [2.836885, -0.212824, 1.025735], [-0.584011, 0.513768, -0.976197], [-0.323981, -0.991557, 0.104965], [-0.650256, 0.735041, 0.776083]],
  "forces_ev_per_a": [[1.1, -0.3, -0.1], [2.7, -3.3, 1.2], [0.7, -3.7, 0.0], [-0.2, 1.4, 0.0], [-4.0, -0.5, 1.4], [-2.1, 2.8, -0.7], [1.0, -0.7, -1.3], [0.1, 0.4, -0.6], [0.3, 0.7, -1.7], [0.4, 1.8, -0.1], [0.0, 1.3, 1.9]],
  "lowdin_charge": [-0.1765, -0.4117, 0.4876, 0.2869, -0.0797, 0.2699, 0.1906, 0.1947, 0.0584, 0.1284, 0.0515]
}

=====

Result set for energy relative to the best compared isomer or geometry (same formula, charge and spin): 1.009, 4.519, 4.532, 6.224, 5.308, 2.371, 0.000, 3.601 eV, one per record in the order listed.
Result set for calculated total energy: -386.88437, -462.47600, -1500.56129, -225.02911, -300.37432, -300.32414, -774.20717, -450.76326 hartree, one per record in the order listed.